# 1
C20H12AuF12NO6S | ωB97M-V with the def2-TZVPD basis set

```
53
Properties=species:S:1:pos:R:3:forces:R:3:lowdin_charge:R:1
Au -2.209221 0.056941 -0.442893 0.48 -0.74 -1.52 1.3730
C 1.920385 -5.046824 1.398052 -0.02 0.03 -0.02 -0.0683
C 1.388229 -3.703531 0.964549 0.00 0.01 -0.02 -0.2757
C 1.756327 -3.133156 -0.250209 0.01 -0.02 -0.01 -0.0572
C 1.219928 -1.922534 -0.639154 -0.04 -0.03 -0.08 -0.0259
C 0.317334 -1.215197 0.161943 -0.04 0.00 0.20 -0.2358
N -0.182865 0.002502 -0.362335 -0.14 -0.26 0.29 -0.0543
C 0.644012 1.061002 -0.561067 0.00 0.07 0.26 -0.2058
C 1.963330 1.026156 -0.044408 0.07 -0.01 -0.07 -0.0139
C 2.892351 2.002325 -0.326953 -0.01 -0.02 0.03 -0.0635
C 2.568205 3.108193 -1.107442 0.03 0.00 0.01 -0.2969
C 3.571471 4.192972 -1.413596 -0.05 -0.02 0.02 -0.0791
C 1.253798 3.200374 -1.537535 -0.02 0.02 -0.06 -0.0091
C 0.281948 2.241152 -1.265226 0.03 -0.07 0.02 -0.0634
C -1.172032 2.446261 -1.692435 -0.06 0.23 0.11 -0.3322
O -2.089292 1.959784 -0.786571 0.04 0.82 -0.31 -0.2175
C -1.557670 3.969362 -1.714353 -0.02 -0.23 0.18 -0.5475
F -1.168391 4.568569 -0.579167 -0.03 0.02 -0.10 0.1573
F -2.881795 4.137856 -1.813474 0.09 0.05 -0.03 0.1517
F -1.016249 4.671326 -2.737850 -0.03 0.11 -0.02 0.1161
C -1.370552 1.892641 -3.143564 -0.13 0.02 0.24 -0.5494
F -2.612609 2.114791 -3.601718 0.04 -0.03 -0.04 0.1532
F -0.517832 2.476653 -4.014785 0.03 -0.01 -0.09 0.1304
F -1.142561 0.579504 -3.215663 0.01 0.00 0.02 0.1488
C -0.063926 -1.776544 1.393470 0.09 0.03 0.01 -0.0569
C 0.484446 -3.009080 1.751619 0.01 0.00 0.03 0.0014
C -1.001919 -1.026393 2.388161 0.09 0.18 -0.10 -0.4206
O -1.562756 0.068466 1.919866 -0.16 -0.04 0.48 -0.1804
C -0.085968 -0.583472 3.593529 0.02 -0.12 -0.11 -0.5329
F -0.780417 0.068415 4.540068 0.00 0.03 0.02 0.1333
F 0.860370 0.263154 3.146381 -0.01 -0.01 0.05 0.1332
F 0.594262 -1.575001 4.242434 0.02 0.06 0.01 0.0924
C -2.111640 -2.041713 2.961232 0.11 -0.01 -0.12 -0.5168
F -1.887813 -2.409943 4.260916 -0.05 -0.06 0.02 0.0916
F -2.209259 -3.201945 2.280168 -0.05 0.06 0.03 0.1195
F -3.313810 -1.480081 2.934599 -0.01 0.00 0.08 0.1519
H 2.874507 -5.267656 0.914400 -0.01 0.01 0.01 0.0626
H 2.070958 -5.079488 2.478962 0.00 0.00 -0.01 0.0691
H 1.225943 -5.852276 1.140707 0.00 0.03 0.00 0.0741
H 2.452847 -3.650310 -0.904495 -0.01 0.02 0.01 0.0987
H 1.487416 -1.486723 -1.594992 -0.01 0.00 0.01 0.1192
H 2.237717 0.192520 0.587101 0.03 0.04 -0.02 0.1076
H 3.893153 1.909342 0.087135 -0.01 -0.01 -0.01 0.1016
H 4.590191 3.798377 -1.413105 -0.01 0.00 -0.01 0.0619
H 3.385754 4.635651 -2.395021 0.01 -0.01 0.01 0.0658
H 3.537024 5.006235 -0.680601 -0.01 -0.02 0.00 0.0682
H 0.981501 4.075691 -2.114288 -0.01 -0.06 0.02 0.1104
H 0.195739 -3.445385 2.701277 0.01 0.01 -0.02 0.1180
O -5.049493 -2.291905 -0.244138 -0.05 -0.12 -0.02 -0.3241
S -4.011600 -1.836139 -1.128419 0.07 0.29 0.28 0.3235
O -3.965664 -2.475982 -2.416406 0.01 -0.02 -0.10 -0.3308
O -4.062382 -0.295245 -1.276109 -0.31 0.02 0.36 -0.4428
O -2.621407 -1.919711 -0.428592 -0.01 -0.26 0.08 -0.4338
```
Forces are in eV/Å.

- HOMO level (eV) = -1.829
- charge = -2
- energy above the lowest of the compared OMol25 structures with the same formula, charge and spin (kJ/mol) = 50.9

---

# 2
C20H12Cl2F5N2O3Pt | ωB97M-V with the def2-TZVPD basis set

```
45
Properties=species:S:1:pos:R:3:forces:R:3:lowdin_charge:R:1
Pt -1.326627 -0.562653 0.709834 -0.49 -2.11 -1.80 1.1216
C 1.564503 -1.967270 -0.143003 0.09 0.33 0.19 -0.1620
N 0.111748 -2.017289 -0.102852 -1.11 1.15 0.65 -0.0721
C -0.494953 -3.005288 -0.660446 -0.25 -0.31 -0.13 -0.0875
C -1.902131 -3.009457 -0.738413 0.44 -0.25 -0.17 -0.3454
C -2.835649 -3.907734 -1.247807 -0.41 -0.06 -0.04 -0.0610
C -4.087177 -3.304532 -1.054379 0.35 -0.15 -0.07 -0.1030
C -3.846904 -2.071345 -0.437031 -0.04 0.23 0.10 -0.1732
N -2.528718 -1.900395 -0.260125 0.33 0.54 0.94 -0.1308
C 2.125529 -1.144936 -1.283608 -0.05 0.06 -0.14 -0.2042
C 1.410289 -0.101442 -1.862523 -0.04 -0.04 -0.03 -0.0286
C 1.976129 0.651310 -2.884105 0.08 -0.06 0.02 -0.0673
C 3.254083 0.363719 -3.347501 -0.05 -0.02 0.04 -0.1035
C 3.969350 -0.679211 -2.774144 -0.02 0.02 0.01 -0.1023
C 3.406549 -1.425088 -1.747625 0.06 -0.02 -0.01 -0.0580
H 1.960396 -2.983490 -0.222109 -0.10 -0.07 0.04 0.1170
H 1.916148 -1.545146 0.796417 -0.01 -0.04 0.07 0.1146
H 0.067206 -3.838988 -1.080299 0.12 0.10 0.01 0.1402
H -2.621562 -4.868200 -1.693627 -0.03 0.07 0.00 0.0930
H -5.051718 -3.703136 -1.327112 0.02 0.05 0.01 0.0822
H -4.558965 -1.324267 -0.121793 0.06 -0.03 0.03 0.0800
H 0.418798 0.146022 -1.500344 0.07 0.04 -0.01 0.0817
H 1.413024 1.473693 -3.309083 0.00 -0.03 0.00 0.1059
H 3.690950 0.946260 -4.149721 -0.01 0.01 0.02 0.0937
H 4.967278 -0.912451 -3.125769 -0.01 0.00 0.01 0.0938
H 3.976508 -2.234493 -1.300611 -0.03 0.01 -0.01 0.1069
Cl -3.501985 -1.294596 3.249135 -0.09 0.15 -0.03 0.5784
C -3.249866 0.466213 3.101234 -0.07 -0.30 0.12 -0.9555
Cl -3.569142 1.016645 1.425920 0.43 -0.48 -0.11 0.6589
C -1.796886 0.842498 3.475414 0.53 0.16 -0.10 -0.7962
O -1.689334 1.490027 4.508843 -0.03 -0.11 0.01 0.0253
O -0.893124 0.460511 2.671402 -0.17 0.10 0.47 -0.1825
H -3.960691 0.938159 3.763169 -0.04 0.18 -0.05 0.0550
F 2.588137 5.124133 2.246924 0.03 0.03 0.01 0.0832
C 1.793737 4.202661 1.667858 0.10 0.05 0.06 -0.1622
C 0.686134 4.583224 0.939664 -0.17 0.05 -0.08 -0.1545
F 0.402687 5.891344 0.800721 -0.01 0.01 0.02 0.0909
C -0.127874 3.634522 0.354543 0.03 0.21 0.03 -0.1453
F -1.198803 4.059291 -0.340702 -0.05 0.03 -0.02 0.0844
C 0.112903 2.254232 0.446119 -0.61 -0.21 -0.56 -0.3254
O -0.675799 1.395240 -0.142768 0.94 0.97 0.40 -0.2494
C 1.265603 1.920706 1.169907 0.11 -0.12 0.11 -0.1558
F 1.600938 0.621977 1.290634 0.05 -0.01 0.02 0.0677
C 2.076514 2.856609 1.776915 0.06 -0.10 -0.01 -0.1472
F 3.162762 2.462433 2.462854 -0.02 -0.01 0.00 0.0983
```
Forces are in eV/Å.

- HOMO level (spin up / spin down) (eV) = -4.511 / -4.510
- charge = -1
- energy above the lowest of the compared OMol25 structures with the same formula, charge and spin (kJ/mol) = 121.8

---

# 3
C20H12Cl5NO4Pd | ωB97M-V with the def2-TZVPD basis set

```
43
Properties=species:S:1:pos:R:3:forces:R:3:lowdin_charge:R:1
Pd 1.438894 0.020174 0.472796 0.68 0.20 0.05 0.9859
C 2.611250 -0.338413 3.857778 0.01 0.01 0.00 -0.0095
C 2.884985 0.100296 2.454399 -0.05 -0.11 0.02 -0.2880
C 3.335189 -0.803476 1.465586 -0.20 -0.13 0.08 -0.0760
C 3.759833 -0.359042 0.184106 0.07 -0.05 -0.09 -0.0896
C 3.718052 0.993428 -0.155849 -0.04 -0.13 -0.02 -0.0610
C 3.062961 1.846810 0.729953 -0.03 -0.02 0.01 -0.0481
C 2.642554 1.404249 2.013766 0.02 0.05 0.03 -0.0486
H 3.523560 -0.232397 4.448994 0.00 0.00 0.00 0.1122
H 2.312911 -1.384817 3.899308 0.00 0.00 0.00 0.0906
H 1.842969 0.274661 4.325064 0.00 0.00 0.00 0.0982
H 3.447556 -1.851884 1.712085 0.00 0.00 0.03 0.1371
H 4.146137 -1.093018 -0.510958 0.05 0.03 -0.02 0.1300
H 4.087252 1.338317 -1.110770 -0.01 0.05 0.01 0.1332
H 2.881231 2.878472 0.456878 -0.02 -0.01 -0.01 0.1404
H 2.166323 2.115554 2.676645 0.01 0.00 0.00 0.1431
Cl -0.809645 -1.886306 1.998685 -0.16 0.07 -0.01 0.8772
C -0.207302 -2.475694 0.542279 0.27 -0.10 -0.21 -0.6103
C 0.344265 -1.459923 -0.409202 -0.65 -0.11 -0.31 -0.3967
C 0.928225 -2.032990 -1.660086 -0.05 -0.04 0.28 -0.6149
Cl 1.557993 -0.918791 -2.754631 -0.05 0.08 -0.14 0.8726
C 0.878176 -3.362269 -1.953344 0.17 0.08 0.08 -0.6973
Cl 1.502254 -3.970645 -3.413611 0.03 -0.04 -0.02 0.8007
C 0.269194 -4.251719 -1.012276 -0.08 0.03 0.09 -0.6095
Cl 0.192616 -5.867663 -1.377264 0.00 0.01 -0.01 0.9303
C -0.276239 -3.804968 0.234099 0.27 0.20 0.03 -0.6991
Cl -0.974411 -4.923312 1.302103 -0.03 -0.10 0.08 0.8046
O -0.882920 -0.780309 -0.904838 0.09 0.13 -0.02 0.0363
C -1.025490 0.502005 -0.650281 0.03 0.25 0.10 -0.3883
O -0.156753 1.134988 -0.018121 -0.31 -0.34 -0.02 -0.0007
C -2.250060 1.132726 -1.124678 -0.02 -0.05 -0.01 -0.1146
C -2.872729 0.715154 -2.303746 -0.08 -0.07 0.05 0.0192
C -4.027052 1.349685 -2.724971 0.00 0.00 -0.01 -0.0106
C -4.577136 2.375457 -1.964451 0.01 -0.03 -0.02 0.0555
C -3.942461 2.757038 -0.797191 0.00 0.02 0.01 -0.1009
C -2.777070 2.170044 -0.360536 0.05 0.09 -0.06 0.0853
N -4.526269 3.845123 0.023402 -0.01 0.06 0.03 -0.3449
O -5.553371 4.339360 -0.372618 0.01 -0.02 -0.01 0.1251
O -3.921905 4.152465 1.028949 0.00 -0.02 -0.02 0.1001
H -2.449989 -0.089203 -2.890476 0.00 -0.01 0.00 0.1280
H -4.507369 1.046014 -3.644195 0.00 0.00 0.00 0.1267
H -5.485638 2.879537 -2.262998 0.00 0.00 0.00 0.1380
H -2.310572 2.515287 0.550235 0.01 -0.01 0.01 0.1384
```
Forces are in eV/Å.

- HOMO level (eV) = -15.445
- charge = +2
- energy above the lowest of the compared OMol25 structures with the same formula, charge and spin (kJ/mol) = 0.0

---

# 4
C20H12F5N2O2S3SeSnTe | ωB97M-V with the def2-TZVPD basis set

```
47
Properties=species:S:1:pos:R:3:forces:R:3:lowdin_charge:R:1
Sn -1.287968 0.001360 -0.375846 0.03 0.32 -0.09 0.7595
O 2.113622 3.709836 -2.661458 -0.01 0.01 0.01 0.0752
C 0.877135 4.197462 -2.851887 0.00 0.00 0.02 -0.2509
C 0.778774 5.428287 -3.500483 0.00 0.01 0.00 0.0010
C -0.452665 6.001522 -3.724466 0.00 0.00 0.00 -0.0529
C -1.625662 5.366654 -3.309737 0.00 0.00 0.00 -0.0720
C -1.540762 4.150610 -2.676782 0.00 0.00 -0.02 -0.0168
C -0.298001 3.541024 -2.437973 -0.01 0.00 -0.01 -0.0797
C -0.273526 2.244213 -1.773890 0.02 0.03 0.01 -0.3849
O -1.433552 1.682754 -1.487481 -0.01 -0.02 0.08 -0.2492
N 0.868209 1.677579 -1.484647 -0.01 0.01 -0.04 0.0261
N 0.755229 0.429521 -0.881370 0.00 -0.05 0.06 -0.2337
C 1.867382 -0.226251 -0.754668 0.02 0.00 0.01 -0.8813
S 1.936215 -1.761442 0.053940 0.00 -0.01 -0.02 0.9767
C 3.568643 -2.183731 -0.619489 0.00 0.00 0.00 -0.4726
C 4.380498 -0.906025 -0.665470 0.00 0.00 -0.01 -0.4796
S 3.345382 0.397677 -1.391931 0.00 -0.01 0.00 1.0420
H 2.047569 2.875273 -2.163056 0.00 0.00 -0.01 0.0434
H 1.694400 5.911359 -3.812700 0.00 0.00 0.00 0.1254
H -0.507394 6.958314 -4.227070 0.00 0.00 0.00 0.1137
H -2.588281 5.825222 -3.484784 0.00 0.00 0.00 0.1076
H -2.436029 3.640014 -2.352469 0.00 0.00 0.00 0.1160
H 3.436557 -2.617027 -1.609387 0.00 0.00 0.00 0.0907
H 4.011662 -2.922950 0.045697 0.00 0.00 0.00 0.0927
H 5.257003 -1.016028 -1.302200 0.00 0.00 0.00 0.0919
H 4.695668 -0.590940 0.327943 0.00 0.00 0.00 0.0882
Te -2.549826 -1.743386 -1.946368 0.03 -0.26 0.08 1.0359
C -2.375896 -3.351751 -0.633167 -0.10 0.00 -0.15 -1.0594
C -3.279932 -3.727455 0.320509 0.00 -0.01 0.06 -0.2335
C -2.864901 -4.886228 1.026759 -0.03 0.04 0.01 -0.1697
C -1.667128 -5.363715 0.584968 0.02 0.01 -0.04 -0.3939
S -1.038389 -4.423141 -0.692026 0.01 -0.02 0.02 0.9419
H -4.201715 -3.196648 0.510963 0.00 0.00 0.00 0.1090
H -3.435031 -5.347452 1.819275 0.00 0.00 0.00 0.1125
H -1.130984 -6.230375 0.937815 0.00 0.00 0.00 0.0785
F 0.452848 -2.943005 5.758254 -0.01 0.00 0.00 0.1599
C -0.032405 -2.078769 4.882786 0.00 -0.01 -0.01 -0.1245
C -0.417937 -0.810671 5.290752 0.00 0.01 0.00 -0.1294
F -0.302532 -0.463828 6.562238 0.00 0.00 -0.01 0.1588
C -0.915832 0.088724 4.363272 -0.01 0.02 0.00 -0.2487
F -1.272080 1.303432 4.773577 0.00 0.00 0.00 0.1007
C -1.048784 -0.243161 3.022508 -0.02 0.05 0.07 -0.4583
Se -1.728036 1.098556 1.838004 0.03 -0.12 0.02 0.8629
C -0.665958 -1.515602 2.656904 0.01 -0.04 -0.03 -0.2408
F -0.773536 -1.901528 1.359555 0.01 0.03 -0.01 -0.0777
C -0.155532 -2.435685 3.550233 -0.01 0.01 0.02 -0.1373
F 0.213488 -3.642587 3.134836 0.00 0.00 0.00 0.1367
```
Forces are in eV/Å.

- HOMO level (eV) = -10.882
- charge = +1
- energy above the lowest of the compared OMol25 structures with the same formula, charge and spin (kJ/mol) = 21.1